1.
Here is C8H14AuBrN3O as an isolated structure from OMol25. Energies are from ωB97M-V/def2-TZVPD.

Structure (ORCA input):
```
! wB97M-V def2-TZVPD RIJCOSX def2/J DEFGRID3
* xyz 3 1
Au -0.230 0.859 -0.093
N -0.117 2.606 1.014
C 1.013 2.775 1.975
C 1.014 1.667 3.015
C 1.403 0.326 2.421
N 0.336 -0.258 1.567
H -0.084 3.357 0.314
H -1.008 2.720 1.506
H 0.887 3.742 2.468
H 1.949 2.829 1.418
H 0.037 1.604 3.508
H 1.736 1.916 3.793
H 1.577 -0.391 3.234
H 2.325 0.370 1.841
H -0.546 -0.365 2.079
H 0.605 -1.169 1.189
O -1.584 -3.571 -3.929
C -1.163 -2.610 -3.179
C 0.203 -2.362 -2.867
C 0.511 -1.363 -2.002
N -0.468 -0.567 -1.453
C -1.764 -0.768 -1.813
Br -2.901 0.533 -1.068
C -2.164 -1.744 -2.654
H -0.900 -4.160 -4.294
H 0.996 -2.952 -3.309
H 1.536 -1.150 -1.728
H -3.198 -1.872 -2.950
*
```

HOMO in eV: -20.506
Energy above the lowest of the compared OMol25 structures with the same formula, charge and spin in kcal per mole: 22.8
Orbital gap in eV: 5.4
Molar mass in g/mol: 445.1
LUMO energy in eV: -15.065



2.
Here is C8H14BaN3O2S2 as an isolated structure from OMol25. Energies are from ωB97M-V/def2-TZVPD.

Structure (ORCA input):
```
! wB97M-V def2-TZVPD RIJCOSX def2/J DEFGRID3
* xyz -1 1
C -0.737 0.153 -3.909
Ba -0.564 -2.042 -2.541
N -1.856 -1.794 0.477
N -3.472 -1.688 -2.240
H -2.366 -0.931 0.689
H -0.268 -4.514 -2.176
H 0.223 0.730 -3.908
H -1.699 0.710 -3.836
H -0.747 -0.645 -4.696
H -3.834 -1.051 -1.524
H -3.816 -2.612 -1.973
H -3.946 -1.443 -3.109
H -2.462 -2.552 0.793
H -1.040 -1.788 1.111
O 2.898 -1.734 1.017
S 1.608 -1.080 1.279
O 0.650 -1.782 2.124
N 0.858 -0.569 -0.151
C 0.729 0.786 -0.194
S -0.201 1.491 -1.376
C 1.361 1.481 0.926
C 1.429 2.851 1.212
C 1.958 3.283 2.429
C 2.429 2.355 3.373
C 2.387 0.982 3.096
C 1.853 0.585 1.874
H 1.053 3.543 0.461
H 2.002 4.349 2.653
H 2.825 2.699 4.324
H 2.746 0.227 3.795
*
```

HOMO in eV: -2.545
Energy above the lowest of the compared OMol25 structures with the same formula, charge and spin in kcal per mole: 0.0
Orbital gap in eV: 4.8
Molar mass in g/mol: 385.7
LUMO energy in eV: 2.253